# C32H51AsI2N3O5SbSi3Ti

A structure of composition C32H51AsI2N3O5SbSi3Ti (ωB97M-V with the def2-TZVPD basis set, the Open Molecules 2025 dataset).

```
99
Properties=species:S:1:pos:R:3:forces:R:3
H 0.891769 -2.629511 -3.233719 0.0012 0.0091 0.0247
H -3.076870 -5.652485 1.864056 0.0236 -0.0055 -0.0092
C 4.671679 -3.059199 -1.538568 -0.0013 -0.0275 0.0308
H -1.909787 -1.888063 6.811114 0.0076 0.0310 -0.0294
H -0.344140 -5.039896 5.045696 0.0112 0.0198 -0.0495
H -0.572431 -2.729187 -0.588234 -0.0204 0.0072 -0.0420
Si 1.290378 -1.416277 4.610290 0.1408 0.0406 -0.0253
H -5.410147 -4.592170 -2.371205 0.0038 0.0005 0.0004
I 0.154100 1.601571 -5.439477 0.0596 -0.0287 0.0663
C 2.676493 -1.834857 3.417257 -0.1267 0.0014 0.0749
O 2.478921 1.005967 0.204789 -0.1696 -0.1761 -0.2073
Si -1.171239 -4.359377 2.744551 -0.0303 -0.0129 -0.1425
C -3.635842 -3.558353 -1.763976 0.0017 -0.0123 0.0126
C -4.948843 2.152499 0.622930 0.1393 -0.1236 -0.0276
H 2.307457 -2.560565 6.505188 -0.0222 -0.0089 0.0343
N -2.862115 0.644149 -0.402442 -0.1582 -0.1287 -0.0971
C 0.208629 -4.838575 1.565590 -0.1252 -0.0961 0.1176
C -4.309097 1.206519 1.416703 0.0017 0.0732 -0.0470
C 1.304477 -2.605898 6.068515 0.0769 0.0839 -0.0802
C 0.563303 0.460382 1.510592 0.4886 -0.2860 0.2685
H -4.981415 3.084761 -1.321897 -0.0057 0.0058 0.0073
C 1.357176 0.338977 5.225933 -0.0275 -0.1544 0.0409
N 2.452278 -1.438495 -1.378127 0.0090 0.2306 0.1058
C -3.465243 1.570651 -1.142291 0.0238 0.0684 0.0271
H 3.975323 0.575235 -3.254146 0.0071 -0.0067 -0.0367
H 1.199813 -4.726953 2.008497 -0.0076 0.0279 0.0369
O 2.483873 1.627620 2.367612 0.0596 0.0465 -0.0473
C -4.333847 -4.646171 -2.266590 -0.0135 0.0206 0.0023
H -4.421870 -1.319344 2.661117 0.0305 0.0110 0.0170
H -0.504235 -4.820728 -1.882396 -0.0016 -0.0054 0.0036
C -2.249882 -3.604120 -1.615126 -0.0240 -0.0217 0.0088
N -6.917132 3.522179 1.583361 0.0183 -0.0325 0.0136
H -3.011775 -3.079729 6.104067 0.0201 0.0270 -0.0079
H 0.167004 -4.254609 0.646028 -0.0121 0.0073 0.0256
H 0.598172 -2.300938 6.842314 -0.0299 -0.0106 -0.0229
C -3.657720 -5.801720 -2.631882 0.0009 -0.0225 -0.0109
H -2.218835 1.267853 4.018397 -0.0109 -0.0320 -0.0300
H 1.883237 -2.495627 0.287241 -0.0006 -0.0042 0.0207
C -1.094828 -5.367875 4.328522 0.0074 0.0051 -0.0800
As -0.955064 -1.074318 -2.388493 0.3965 -0.2146 -0.0867
H -3.587717 1.258663 5.148903 0.0161 0.0090 0.0120
C -4.519541 2.344819 -0.684520 0.0240 -0.0125 0.0392
C -6.038853 2.916030 1.158313 -0.1666 0.1606 0.0397
C -2.278440 -5.859720 -2.491564 -0.0071 -0.0240 -0.0136
H -2.361823 -0.014270 -4.173168 0.0030 -0.0125 -0.0080
C 3.357143 -1.235526 -2.335671 0.0810 -0.0473 -0.0544
O 1.968595 0.642901 -2.843411 0.0267 -0.3091 0.2780
C -2.851560 -4.586005 1.953474 0.0884 0.0383 0.0026
H -1.741835 -6.756715 -2.774509 -0.0026 0.0041 -0.0002
Ti 1.127926 0.333454 -1.149240 -0.2649 0.9382 -0.3968
H 5.214195 -1.835922 -3.223131 0.0029 0.0066 0.0040
H 1.052993 1.292244 -4.064164 -0.0240 -0.0392 -0.1150
C 3.725498 -3.261430 -0.537282 -0.0065 0.0093 -0.0062
Sb -0.881819 -1.839119 3.270100 0.1204 0.0053 0.1241
H -2.088395 -1.884010 -0.327809 -0.0034 0.0039 -0.0193
H 1.108049 -3.645744 5.809235 0.0131 0.0255 -0.0450
H 2.560753 -2.838947 3.002100 0.0067 -0.0077 0.0173
C -2.848280 -2.012480 6.269646 -0.0766 0.0678 -0.0572
H -3.405801 -0.548068 -2.833259 0.0290 0.0102 0.0018
H 5.546738 -3.692969 -1.600088 -0.0013 -0.0018 0.0024
H -0.860389 -6.400329 4.050592 -0.0362 -0.0105 0.0347
C -1.506071 -2.431360 -1.070454 -0.0473 0.0411 0.0779
C -2.633522 0.783589 4.903960 -0.0921 -0.1338 -0.0024
H 0.447027 0.617871 5.759849 -0.0011 -0.0196 0.0051
C -4.476660 -1.460122 3.739903 0.0591 -0.0649 0.0966
H -0.670040 -3.065363 -3.968239 0.0076 0.0059 -0.0199
H -4.170268 -2.660625 -1.472170 0.0039 0.0012 0.0020
H 1.524687 1.047770 4.415186 0.0109 -0.0512 -0.0466
H -2.725124 -0.249040 1.432980 -0.0376 -0.0218 0.0020
C 2.637328 -2.418787 -0.486840 -0.0157 -0.0263 -0.0567
H -4.762947 -2.497372 3.927770 0.0081 0.0077 -0.0081
C 1.979255 1.154327 1.373831 -0.2890 -0.0033 0.4339
H -5.282440 -0.826475 4.121155 -0.0048 -0.0097 0.0045
H -2.065631 -5.369848 4.828170 0.0178 0.0272 0.0012
H -4.605400 1.051635 2.444203 -0.0097 0.0185 -0.0117
H 2.190820 0.398388 5.933978 -0.0067 0.0319 -0.0106
Si -2.886884 -1.055830 4.656009 0.0042 0.1696 0.0087
H -2.778827 -1.738886 -3.995052 0.0044 0.0004 0.0075
O -0.124146 0.601301 2.518870 -0.2142 -0.1188 0.0157
H -4.202548 -6.650786 -3.023592 0.0052 0.0018 0.0034
H -1.947449 0.970620 5.731675 0.0158 -0.0137 -0.0086
H 0.079385 -5.891241 1.294790 0.0293 0.0148 -0.0152
I -0.124663 2.824887 -1.097242 0.0268 -0.1252 -0.0756
H -2.888501 -4.155965 0.951531 0.0027 0.0112 -0.0071
H -3.656823 -1.646628 6.909854 0.0093 -0.0259 0.0245
C -1.582875 -4.770218 -1.988947 0.0122 0.0437 0.0263
H 3.632521 -1.796407 3.946230 -0.0037 0.0111 0.0068
H 2.961202 -0.445615 -4.280875 -0.0047 0.0127 -0.0060
C -0.029390 -2.237741 -3.663286 -0.0749 0.0311 -0.0486
H 3.838424 -4.042108 0.201576 0.0220 -0.0134 -0.0145
C -3.277113 0.480643 0.847329 0.1362 0.0453 0.0202
H 2.731367 -1.117278 2.597761 -0.0134 0.0080 0.0102
H -3.642312 -4.128737 2.551178 0.0194 -0.0095 0.0140
H 0.214396 -1.628706 -4.534843 0.0229 -0.0227 -0.0078
C -2.559557 -0.814701 -3.462051 -0.0246 0.0629 0.1530
O 0.327826 -0.404540 0.581024 -0.0853 0.0773 -0.1419
C 4.491398 -2.031858 -2.442311 -0.0548 -0.0927 -0.0155
H -3.069439 1.721338 -2.139187 -0.0231 -0.0112 -0.0093
C 3.088801 -0.070928 -3.255212 0.0209 0.0195 -0.1075
```
Positions in Å, forces in eV/Å.

Output
* gap between HOMO and LUMO (alpha / beta): 7.189 / 5.318 eV
* multiplicity: 3
* HOMO (alpha / beta): -7.16 / -7.55 eV
* LUMO energy (alpha / beta): 0.0012 / -0.0820 Eh
* largest force on an atom: 1.1 eV/Å
* E_tot: -6580.04102 Eh